No. 1
Computed, not measured: the molecule C5H10O, with the ωB97M-V functional and the def2-TZVPD basis.

Last column: Löwdin charge in e.
CARTESIAN COORDINATES (ANGSTROEM)
C: 0.882839 1.200797 -1.048789  -0.10
C: 0.257001 1.203562 0.356481  -0.21
C: 0.225825 -0.209058 0.903279  -0.25
C: -1.070183 -0.909745 1.199209  -0.07
C: -0.286604 -1.318828 -0.001945  -0.34
O: -0.928867 -1.052153 -1.213251  -0.03
H: 1.615698 0.387585 -1.154144  0.08
H: 1.374731 2.139437 -1.280426  0.06
H: 0.088036 0.992285 -1.745101  0.06
H: 0.763288 1.886896 1.052036  0.11
H: -0.769534 1.576284 0.285827  0.11
H: 1.057422 -0.456917 1.568015  0.14
H: -1.154709 -1.578562 2.046757  0.10
H: -1.956379 -0.317887 0.982866  0.11
H: 0.278965 -2.247714 0.019587  0.14
H: -0.377529 -1.295982 -1.970401  0.10

Cartesian forces (eV/Å) of the 6 atoms listed first:
0.304 0.011 0.461
-0.175 -0.018 -0.056
0.158 0.069 -0.092
-0.165 -0.016 0.155
0.195 -0.250 0.651
-0.095 -0.012 -0.467

Values from the calculation:
Energy = -7393.344 eV
Kohn-Sham gap = 10.20 eV
Relative energy (zero: lowest compared OMol25 entry of this formula, charge and spin) = 137.2 kJ/mol
SMILES = CC[C@H]1C[C@H]1O
Lowest unoccupied orbital energy = 0.03472 Eh

=====

No. 2
Computed, not measured: the molecule C5H10O, with the ωB97M-V functional and the def2-TZVPD basis.

Last column: Löwdin charge in e.
CARTESIAN COORDINATES (ANGSTROEM)
O: 1.782192 0.047192 0.971019  -0.04
C: 0.983695 -0.571770 -0.031431  -0.40
C: 0.463670 0.458850 -1.042585  -0.15
C: -0.698179 1.122391 -0.296025  -0.20
C: -1.389924 -0.049199 0.419334  -0.18
C: -0.279450 -1.101415 0.666338  -0.13
H: 2.575910 0.390733 0.541554  0.09
H: 1.553142 -1.378934 -0.516333  0.14
H: 1.247254 1.162668 -1.349665  0.11
H: 0.110107 -0.056071 -1.946151  0.12
H: -1.389340 1.675822 -0.940417  0.10
H: -0.288825 1.822062 0.440595  0.11
H: -1.887608 0.279663 1.336942  0.10
H: -2.165185 -0.475083 -0.228634  0.10
H: -0.054135 -1.253667 1.726183  0.11
H: -0.563325 -2.073243 0.249276  0.11

Cartesian forces (eV/Å) of the 6 atoms listed first:
0.285 0.128 -0.038
-0.226 -0.185 -0.224
0.015 0.014 -0.032
0.000 0.061 0.029
-0.085 -0.009 0.000
0.022 -0.063 -0.010

Values from the calculation:
Energy = -7394.645 eV
Kohn-Sham gap = 11.18 eV
Relative energy (zero: lowest compared OMol25 entry of this formula, charge and spin) = 11.6 kJ/mol
SMILES = OC1CCCC1
Lowest unoccupied orbital energy = 0.03675 Eh

=====

No. 3
Computed, not measured: a structure of composition C5H10O, with the ωB97M-V functional and the def2-TZVPD basis.

Last column: Löwdin charge in e.
CARTESIAN COORDINATES (ANGSTROEM)
C: 1.916512 0.041194 -0.356114  -0.06
C: 0.570042 -0.413112 0.117538  -0.18
O: 0.906110 -0.695917 1.926002  -0.11
C: -0.459459 0.520929 0.413487  -0.34
C: -0.788238 1.812375 -0.239786  -0.14
C: -1.813578 0.691301 -0.170556  -0.14
H: 2.198022 0.971065 0.144462  0.09
H: 1.843723 0.244552 -1.432533  0.09
H: 2.691352 -0.710996 -0.193091  0.08
H: 0.298790 -1.439706 -0.138599  0.13
H: 0.468954 -1.517880 2.208499  0.07
H: 0.064756 0.096998 1.743016  0.13
H: -0.946789 2.697110 0.374230  0.09
H: -0.376203 2.035846 -1.224231  0.10
H: -2.059500 0.199854 -1.111905  0.09
H: -2.668682 0.817679 0.491838  0.09

Cartesian forces (eV/Å) of the 6 atoms listed first:
0.007 0.002 0.036
-0.136 0.151 -0.197
-0.151 -0.195 0.262
0.096 -0.048 -0.206
0.081 0.227 -0.070
-0.224 -0.081 -0.024

Values from the calculation:
Energy = -7390.450 eV
Kohn-Sham gap = 8.94 eV
Relative energy (zero: lowest compared OMol25 entry of this formula, charge and spin) = 416.4 kJ/mol
Lowest unoccupied orbital energy = 0.03596 Eh

=====

No. 4
Computed, not measured: the molecule C5H10O, with the ωB97M-V functional and the def2-TZVPD basis.

Last column: Löwdin charge in e.
CARTESIAN COORDINATES (ANGSTROEM)
C: 2.117392 -0.354819 -0.467826  -0.01
C: 0.901155 0.483661 -0.146522  -0.44
O: 0.981842 1.680773 0.034412  0.08
C: -0.443850 -0.232333 -0.047134  -0.38
C: -1.498797 0.507099 -0.869387  -0.07
C: -0.840818 -0.296610 1.433599  -0.06
H: 2.093400 -1.314306 0.058907  0.08
H: 2.118910 -0.579236 -1.541760  0.09
H: 3.027483 0.194764 -0.221271  0.08
H: -0.329605 -1.255914 -0.428054  0.13
H: -1.254259 0.492622 -1.937647  0.08
H: -1.553794 1.551630 -0.548272  0.08
H: -2.482976 0.045003 -0.736605  0.08
H: -0.930987 0.717291 1.837430  0.09
H: -0.099241 -0.838017 2.033135  0.08
H: -1.805858 -0.801612 1.547002  0.08

Cartesian forces (eV/Å) of the 6 atoms listed first:
0.080 0.016 0.030
0.025 0.261 0.027
-0.010 -0.449 -0.065
-0.028 -0.043 -0.029
-0.032 0.051 -0.047
-0.004 0.006 0.083

Values from the calculation:
Energy = -7394.751 eV
Kohn-Sham gap = 10.52 eV
Relative energy (zero: lowest compared OMol25 entry of this formula, charge and spin) = 1.4 kJ/mol
SMILES = CC(=O)C(C)C
Lowest unoccupied orbital energy = 0.03627 Eh

=====

No. 5
Computed, not measured: a cluster of 2 separate species, C5H10O in total, with the ωB97M-V functional and the def2-TZVPD basis.

Last column: Löwdin charge in e.
CARTESIAN COORDINATES (ANGSTROEM)
C: 1.149316 0.573061 0.306302  -0.14
C: -0.097723 1.210780 -0.372287  -0.14
C: -0.618470 -0.190324 -0.695255  -0.25
C: 0.385340 -0.936460 -1.515905  -0.09
C: 0.613161 -0.815191 -0.042442  -0.25
H: 1.154814 0.758906 1.382805  0.10
H: 2.129148 0.824832 -0.114197  0.10
H: -0.717601 1.751271 0.348409  0.10
H: 0.080799 1.858241 -1.238159  0.10
H: -1.658503 -0.505311 -0.652837  0.13
H: 0.066945 -1.918479 -1.855872  0.11
H: 1.027277 -0.400631 -2.214873  0.11
H: 0.691552 -1.696692 0.589721  0.13
O: -1.307165 -0.208554 2.410376  -0.05
H: -1.931442 0.405047 2.006354  0.04
H: -0.967448 -0.710494 1.657861  0.00

Cartesian forces (eV/Å) of the 6 atoms listed first:
0.142 0.041 0.060
-0.054 0.138 -0.047
-0.289 0.021 -0.083
0.044 -0.046 -0.141
0.149 -0.188 0.158
0.026 -0.019 -0.171

Values from the calculation:
Energy = -7392.951 eV
Kohn-Sham gap = 10.98 eV
Relative energy (zero: lowest compared OMol25 entry of this formula, charge and spin) = 175.1 kJ/mol
SMILES = C1C[C@H]2C[C@@H]12.O
Lowest unoccupied orbital energy = 0.03708 Eh

=====

No. 6
Computed, not measured: a cluster of 2 separate species, C5H10O in total, with the ωB97M-V functional and the def2-TZVPD basis.

Last column: Löwdin charge in e.
CARTESIAN COORDINATES (ANGSTROEM)
C: 1.468178 0.480354 -0.525712  -0.03
C: 0.254678 -0.384228 -0.281249  -0.60
O: 0.467954 -1.483416 0.565745  -0.01
C: -0.763491 -0.563372 -1.355381  -0.07
C: -1.109743 0.251330 -0.124228  -0.14
C: -0.185092 1.053958 2.125429  0.17
H: 1.190556 1.390416 -1.068005  0.09
H: 2.213218 -0.058876 -1.123198  0.08
H: 1.907960 0.779567 0.428888  0.07
H: 0.766801 -2.221192 0.020614  0.11
H: -0.624844 -0.034058 -2.293856  0.11
H: -1.237775 -1.537744 -1.437836  0.11
H: -1.803406 -0.223219 0.564090  0.11
H: -1.208942 1.326376 -0.240587  0.11
H: -0.069870 -0.010970 2.421288  -0.05
H: -1.266186 1.235079 2.323998  -0.05

Cartesian forces (eV/Å) of the 6 atoms listed first:
0.000 0.018 -0.002
0.026 0.193 -0.176
0.066 -0.228 -0.096
0.042 -0.102 -0.179
-0.190 0.198 0.242
-0.217 -0.135 0.050

Values from the calculation:
Energy = -7389.090 eV
Kohn-Sham gap = 8.75 eV
Relative energy (zero: lowest compared OMol25 entry of this formula, charge and spin) = 547.6 kJ/mol
Lowest unoccupied orbital energy = -0.00837 Eh

=====

No. 7
Computed, not measured: the molecule C5H10O at a distorted geometry, with the ωB97M-V functional and the def2-TZVPD basis.

Last column: Löwdin charge in e.
CARTESIAN COORDINATES (ANGSTROEM)
C: 1.489689 0.000830 1.067560  -0.09
C: 0.931333 0.263958 -0.316025  -0.18
C: -0.007178 -0.960178 -0.983564  -0.03
C: -0.538401 0.330305 -0.516185  -0.61
C: -1.509451 0.234857 0.639098  -0.01
O: -1.032114 1.208603 -1.495432  0.01
H: 2.535374 -0.311895 1.006560  0.07
H: 1.464220 0.904817 1.692501  0.08
H: 0.930102 -0.774148 1.607574  0.07
H: 1.418200 -0.291891 -1.156125  0.12
H: -0.030761 -1.063416 -2.072982  0.12
H: -0.052035 -1.869483 -0.406684  0.11
H: -2.485159 -0.021940 0.212632  0.09
H: -1.607147 1.185404 1.165762  0.09
H: -1.238876 -0.550126 1.351627  0.08
H: -0.267793 1.714308 -1.796322  0.10

Cartesian forces (eV/Å) of the 6 atoms listed first:
0.030 -0.156 0.015
-0.100 -1.322 -0.147
-1.011 -0.460 0.196
-0.239 -0.391 0.030
0.008 0.139 0.103
0.056 0.209 -0.231

Values from the calculation:
Energy = -7391.794 eV
Kohn-Sham gap = 9.63 eV
Relative energy (zero: lowest compared OMol25 entry of this formula, charge and spin) = 286.7 kJ/mol
SMILES = C[C@H]1C[C@]1(C)O
Lowest unoccupied orbital energy = 0.03990 Eh

=====

No. 8
Computed, not measured: the molecule C5H10O, with the ωB97M-V functional and the def2-TZVPD basis.

Last column: Löwdin charge in e.
CARTESIAN COORDINATES (ANGSTROEM)
C: 1.739007 0.467309 0.520850  -0.09
C: 0.837874 0.279225 -0.717077  -0.18
C: -0.590459 -0.069416 -0.337172  -0.53
C: -0.865991 -1.519395 -0.019486  -0.01
C: -1.419537 0.984142 0.251530  -0.10
O: -1.614777 0.567797 -1.095585  -0.03
H: 1.148509 0.447754 1.444994  0.08
H: 2.258084 1.430543 0.494133  0.07
H: 2.501276 -0.312900 0.605837  0.07
H: 1.239032 -0.504284 -1.373025  0.11
H: 0.802453 1.195919 -1.314415  0.12
H: -0.757898 -2.123581 -0.927623  0.09
H: -0.158261 -1.898989 0.726230  0.09
H: -1.883814 -1.650681 0.359589  0.09
H: -1.004676 1.986721 0.373526  0.12
H: -2.216506 0.723176 0.948893  0.12

Cartesian forces (eV/Å) of the 6 atoms listed first:
0.061 -0.019 0.077
-0.051 0.018 -0.081
0.208 -0.145 0.137
-0.017 -0.021 0.022
-0.008 0.130 0.255
-0.103 0.018 -0.211

Values from the calculation:
Energy = -7393.573 eV
Kohn-Sham gap = 11.12 eV
Relative energy (zero: lowest compared OMol25 entry of this formula, charge and spin) = 115.1 kJ/mol
SMILES = CC[C@@]1(C)CO1
Lowest unoccupied orbital energy = 0.03719 Eh

=====

No. 9
Computed, not measured: the molecule C5H10O, with the ωB97M-V functional and the def2-TZVPD basis.

Last column: Löwdin charge in e.
CARTESIAN COORDINATES (ANGSTROEM)
C: 2.083327 -0.150873 0.031439  -0.02
C: 0.832855 0.411116 -0.613466  -0.43
O: 0.917977 1.347170 -1.380982  0.07
C: -0.529787 -0.197621 -0.276391  -0.35
C: -1.627279 0.778888 -0.720344  -0.07
C: -0.616816 -0.706286 1.175880  -0.07
H: 2.194714 0.283337 1.032822  0.09
H: 2.058366 -1.238593 0.144663  0.08
H: 2.943856 0.151420 -0.568383  0.08
H: -0.610057 -1.090405 -0.915873  0.15
H: -1.716681 0.767051 -1.810626  0.08
H: -1.384337 1.809230 -0.444370  0.08
H: -2.600199 0.516694 -0.294560  0.07
H: -0.170619 -0.016175 1.900342  0.08
H: -0.103991 -1.669237 1.284086  0.07
H: -1.658441 -0.866445 1.472144  0.08

Cartesian forces (eV/Å) of the 6 atoms listed first:
0.057 -0.023 -0.010
0.048 0.186 -0.174
0.009 -0.325 0.247
0.001 -0.001 -0.077
-0.072 -0.007 0.014
0.008 0.016 0.044

Values from the calculation:
Energy = -7394.637 eV
Kohn-Sham gap = 10.46 eV
Relative energy (zero: lowest compared OMol25 entry of this formula, charge and spin) = 12.4 kJ/mol
SMILES = CC(=O)C(C)C
Lowest unoccupied orbital energy = 0.03418 Eh

=====

No. 10
Computed, not measured: the molecule C5H10O, with the ωB97M-V functional and the def2-TZVPD basis.

Last column: Löwdin charge in e.
CARTESIAN COORDINATES (ANGSTROEM)
C: -0.571312 -1.060248 0.506566  -0.24
C: -1.308020 0.148995 -0.101016  -0.19
C: -0.561850 1.474190 0.001895  -0.19
O: 0.627612 1.367851 -0.809189  -0.19
C: 1.731520 1.130170 -0.145512  0.01
C: 0.856848 -1.272336 0.000345  -0.13
H: -1.169585 -1.959644 0.317520  0.10
H: -0.525083 -0.933465 1.596301  0.11
H: -1.517608 -0.033781 -1.163200  0.12
H: -2.280860 0.261804 0.396576  0.11
H: -0.259248 1.704375 1.029650  0.12
H: -1.150837 2.298092 -0.411213  0.12
H: 1.473928 -0.464695 0.462661  0.01
H: 2.438024 0.780878 -0.937532  0.04
H: 1.299583 -2.206113 0.352758  0.08
H: 0.916887 -1.236078 -1.096613  0.09

Cartesian forces (eV/Å) of the 6 atoms listed first:
-0.033 -0.037 0.085
0.017 0.000 -0.024
-0.235 0.040 0.091
0.279 -0.056 0.107
-0.063 0.507 -0.332
0.037 -0.046 0.134

Values from the calculation:
Energy = -7391.189 eV
Kohn-Sham gap = 9.34 eV
Relative energy (zero: lowest compared OMol25 entry of this formula, charge and spin) = 345.0 kJ/mol
Lowest unoccupied orbital energy = 0.03700 Eh

=====

No. 11
Computed, not measured: the molecule C5H10O, with the ωB97M-V functional and the def2-TZVPD basis.

Last column: Löwdin charge in e.
CARTESIAN COORDINATES (ANGSTROEM)
C: 1.598931 -1.114698 -0.708715  -0.04
C: 0.843525 0.183050 -0.769153  -0.30
O: -0.371631 0.265123 -1.509638  0.01
C: -0.442817 0.354852 -0.082952  -0.51
C: -0.790743 1.667138 0.594158  -0.02
C: -1.125399 -0.811157 0.605647  -0.03
H: 2.155207 -1.312163 -1.629461  0.08
H: 0.912346 -1.942848 -0.523666  0.07
H: 2.312150 -1.070228 0.124276  0.09
H: 1.467583 1.071240 -0.907136  0.14
H: -0.050911 2.452996 0.436642  0.08
H: -1.770846 2.051100 0.295236  0.09
H: -0.831430 1.484601 1.678076  0.09
H: -0.542373 -1.102229 1.485080  0.09
H: -1.249937 -1.673372 -0.052982  0.08
H: -2.113655 -0.503405 0.964589  0.08

Cartesian forces (eV/Å) of the 6 atoms listed first:
-0.056 -0.076 -0.043
0.233 -0.002 0.203
-0.209 0.192 -0.052
-0.051 0.048 0.444
0.042 0.158 0.051
-0.006 -0.049 0.034

Values from the calculation:
Energy = -7393.737 eV
Kohn-Sham gap = 11.04 eV
Relative energy (zero: lowest compared OMol25 entry of this formula, charge and spin) = 99.2 kJ/mol
SMILES = C[C@H]1OC1(C)C
Lowest unoccupied orbital energy = 0.03694 Eh

=====

No. 12
Computed, not measured: the molecule C5H10O at a distorted geometry, with the ωB97M-V functional and the def2-TZVPD basis.

Last column: Löwdin charge in e.
CARTESIAN COORDINATES (ANGSTROEM)
C: -1.182616 -0.844687 -0.427309  -0.07
C: -0.228567 0.338360 -0.251950  -0.46
C: -0.923554 1.515458 0.420452  -0.08
C: 1.016746 -0.107825 0.489942  -0.16
C: 1.893238 -1.018244 -0.339236  -0.26
O: 1.917257 -1.114089 -1.550786  0.05
H: -2.059023 -0.544576 -1.009623  0.08
H: -1.535287 -1.213681 0.545779  0.08
H: -0.701157 -1.677601 -0.951731  0.08
H: 0.121545 0.646734 -1.243197  0.13
H: -0.246871 2.370628 0.530784  0.08
H: -1.782715 1.837635 -0.177543  0.08
H: -1.290913 1.242886 1.418242  0.08
H: 1.666711 0.741704 0.769221  0.13
H: 0.770719 -0.593955 1.453732  0.13
H: 2.566650 -1.588490 0.327279  0.12

Cartesian forces (eV/Å) of the 6 atoms listed first:
-0.075 -0.041 -0.052
-0.040 0.040 -0.168
-0.027 0.071 0.039
-0.078 0.095 0.008
0.091 -0.001 -0.224
-0.119 0.119 1.353

Values from the calculation:
Energy = -7394.409 eV
Kohn-Sham gap = 10.86 eV
Relative energy (zero: lowest compared OMol25 entry of this formula, charge and spin) = 34.4 kJ/mol
SMILES = CC(C)CC=O
Lowest unoccupied orbital energy = 0.03720 Eh